[1]
Formula: C6H10
Source: OMol25
Level of theory: the ωB97M-V functional and the def2-TZVPD basis

Output
Energy (eV): -6382.39788
Kohn-Sham gap (eV): 10.3350

Structure (ORCA input):
```
! RIJCOSX wB97M-V def2-TZVPD def2/J DEFGRID3
* xyz 0 1
C 3.225 0.233 0.082
C 1.921 0.210 -0.035
C 0.651 0.387 -0.304
C -0.592 -0.345 0.156
C -1.460 -0.926 -0.979
C -1.453 0.584 1.021
H 3.725 0.903 0.778
H 3.864 -0.368 -0.560
H 0.532 1.305 -0.885
H -0.269 -1.191 0.775
H -1.880 -0.153 -1.638
H -2.312 -1.451 -0.528
H -0.922 -1.647 -1.602
H -1.813 1.448 0.445
H -2.332 0.048 1.395
H -0.886 0.961 1.877
*
```

***

[2]
Formula: C6H10
Source: OMol25
Level of theory: the ωB97M-V functional and the def2-TZVPD basis

Output
Energy (eV): -6382.36243
Kohn-Sham gap (eV): 10.5056

Structure (ORCA input):
```
! RIJCOSX wB97M-V def2-TZVPD def2/J DEFGRID3
* xyz 0 1
C 2.018 -0.428 0.049
C 0.636 0.122 -0.353
C 0.329 1.485 0.241
C -0.709 1.064 0.961
C -0.700 -0.333 0.409
C -1.876 -0.680 -0.555
H 2.181 -0.382 1.133
H 2.809 0.185 -0.411
H 2.194 -1.459 -0.280
H 0.547 0.051 -1.447
H 0.808 2.451 0.109
H -1.427 1.522 1.632
H -0.500 -1.147 1.126
H -1.382 -1.444 -1.125
H -2.817 -1.155 -0.232
H -2.157 0.136 -1.243
*
```

***

[3]
Formula: C6H10
Source: OMol25
Level of theory: the ωB97M-V functional and the def2-TZVPD basis

Output
Energy (eV): -6378.48236
Kohn-Sham gap (spin up / spin down) (eV): 7.8145 / 8.0825

Structure (ORCA input):
```
! RIJCOSX wB97M-V def2-TZVPD def2/J DEFGRID3
* xyz 0 1
C 1.992 0.338 0.285
C 0.825 -0.602 0.565
C -0.466 -0.304 -0.164
C -1.586 -1.291 0.035
C -0.777 0.987 -0.527
C -1.051 2.143 -0.970
H 2.282 0.293 -0.770
H 1.739 1.377 0.519
H 2.864 0.061 0.888
H 1.118 -1.642 0.372
H 0.581 -0.557 1.644
H -0.458 0.749 -1.670
H -1.884 -1.269 1.098
H -2.472 -1.037 -0.552
H -1.284 -2.319 -0.196
H -1.423 3.073 -0.557
*
```

***

[4]
Formula: C6H10
Source: OMol25
Level of theory: the ωB97M-V functional and the def2-TZVPD basis

Output
Energy (eV): -6381.64061
Kohn-Sham gap (eV): 9.5992

Structure (ORCA input):
```
! RIJCOSX wB97M-V def2-TZVPD def2/J DEFGRID3
* xyz 0 1
C -0.642 1.493 -1.126
C -0.458 -0.001 -0.788
C 1.032 -0.348 -0.468
C 1.066 -0.815 1.068
C -0.352 -0.970 1.388
C -1.183 -0.485 0.461
H -0.284 2.128 -0.308
H -1.688 1.752 -1.326
H -0.067 1.759 -2.026
H -0.840 -0.563 -1.658
H 1.385 -1.102 -1.207
H 1.688 0.508 -0.597
H 1.196 -0.282 2.295
H 1.815 -1.568 1.277
H -0.402 -1.080 2.472
H -2.266 -0.426 0.543
*
```

***

[5]
Formula: C6H10
Source: OMol25
Level of theory: the ωB97M-V functional and the def2-TZVPD basis

Output
Energy (eV): -6380.19954
Kohn-Sham gap (eV): 10.4574

Structure (ORCA input):
```
! RIJCOSX wB97M-V def2-TZVPD def2/J DEFGRID3
* xyz 0 1
C 2.381 -0.119 0.007
C 1.126 0.439 -0.533
C 0.260 1.007 -1.256
C -0.440 0.059 0.185
C -1.090 -1.175 -0.427
C -1.455 1.110 0.647
H 2.338 -1.211 0.083
H 3.199 0.138 -0.673
H 2.617 0.292 0.994
H 0.094 -0.249 1.097
H -1.648 -0.899 -1.326
H -1.780 -1.642 0.288
H -0.338 -1.917 -0.712
H -2.129 1.384 -0.168
H -2.048 0.704 1.477
H -0.955 2.019 0.990
*
```

***

[6]
Formula: C6H10
Source: OMol25
Level of theory: the ωB97M-V functional and the def2-TZVPD basis

Output
Energy (eV): -6382.30923
Kohn-Sham gap (eV): 10.3783

Structure (ORCA input):
```
! RIJCOSX wB97M-V def2-TZVPD def2/J DEFGRID3
* xyz 0 1
C -1.367 1.276 -0.347
C -0.809 0.437 -1.214
C -0.368 -0.970 -0.887
C 1.076 -0.728 -0.403
C 1.217 -0.184 0.990
C 0.228 0.041 1.849
H -1.831 0.924 0.566
H -1.358 2.350 -0.496
H -0.402 0.828 -2.147
H -1.003 -1.453 -0.135
H -0.357 -1.618 -1.771
H 1.395 0.123 -1.026
H 1.776 -1.541 -0.625
H 2.209 0.204 1.222
H -0.773 -0.348 1.697
H 0.369 0.659 2.729
*
```

***

[7]
Formula: C6H10
Source: OMol25
Level of theory: the ωB97M-V functional and the def2-TZVPD basis

Output
Energy (eV): -6381.33048
Kohn-Sham gap (eV): 10.4241

Structure (ORCA input):
```
! RIJCOSX wB97M-V def2-TZVPD def2/J DEFGRID3
* xyz 0 1
C 0.988 -1.819 -0.497
C -0.111 -1.128 -0.336
C -1.105 -0.306 -0.132
C -2.585 -0.520 -0.270
H 1.515 -1.831 -1.449
H 1.432 -2.379 0.323
H -0.800 0.692 0.187
H -2.844 -1.532 -0.590
H -3.080 -0.320 0.687
H -2.997 0.192 -0.994
C 1.124 1.944 0.625
C 2.085 1.055 0.404
H 0.735 2.571 -0.174
H 0.662 2.052 1.604
H 2.455 0.405 1.193
H 2.526 0.924 -0.580
*
```

***

[8]
Formula: C6H10
Source: OMol25
Level of theory: the ωB97M-V functional and the def2-TZVPD basis

Output
Energy (eV): -6382.52960
Kohn-Sham gap (eV): 10.6918

Structure (ORCA input):
```
! RIJCOSX wB97M-V def2-TZVPD def2/J DEFGRID3
* xyz 0 1
C 1.568 -0.296 0.773
C 0.608 -0.946 -0.200
C -0.881 -0.789 -0.161
C -1.268 0.645 0.214
C -0.528 1.151 -1.056
C -0.083 -0.280 -1.357
H 1.454 -0.733 1.772
H 1.411 0.784 0.862
H 2.606 -0.453 0.458
H 0.890 -1.969 -0.453
H -1.548 -1.646 -0.113
H -2.344 0.832 0.186
H -0.880 1.001 1.175
H 0.248 1.915 -0.929
H -1.242 1.501 -1.808
H -0.028 -0.704 -2.356
*
```

***

[9]
Formula: C6H10
Source: OMol25
Level of theory: the ωB97M-V functional and the def2-TZVPD basis

Output
Energy (eV): -6381.24678
Kohn-Sham gap (eV): 9.0394

Structure (ORCA input):
```
! RIJCOSX wB97M-V def2-TZVPD def2/J DEFGRID3
* xyz 0 1
C -1.482 -0.649 1.497
C -0.421 -0.320 0.494
C 0.254 -1.185 -0.277
C 1.128 -0.483 -1.255
C 1.229 0.946 -0.701
C -0.040 1.107 0.173
H -2.445 -0.218 1.200
H -1.623 -1.725 1.608
H -1.247 -0.233 2.479
H 0.119 -2.259 -0.235
H 1.527 -0.868 -2.181
H 0.461 -0.446 -2.510
H 2.108 1.139 -0.072
H 1.289 1.619 -1.545
H -0.861 1.601 -0.363
H 0.117 1.700 1.082
*
```

***

[10]
Formula: C6H10
Source: OMol25
Level of theory: the ωB97M-V functional and the def2-TZVPD basis

Output
Energy (eV): -6380.49982
Kohn-Sham gap (eV): 9.9038

Structure (ORCA input):
```
! RIJCOSX wB97M-V def2-TZVPD def2/J DEFGRID3
* xyz 0 1
C 0.520 1.924 1.609
C 1.200 1.107 0.862
C 1.404 0.148 0.030
C -0.350 -0.278 -0.204
C -0.635 0.000 -1.658
C -0.478 -1.700 0.276
H 0.184 2.861 1.190
H 0.284 1.636 2.622
H 2.471 -0.108 -0.262
H -1.075 0.338 0.395
H -1.541 -0.501 -2.024
H 0.235 -0.358 -2.202
H -0.752 1.078 -1.829
H -0.489 -1.735 1.373
H -1.384 -2.199 -0.089
H 0.406 -2.214 -0.091
*
```